The following is a DFT calculation (the ωB97M-V functional and the def2-TZVPD basis) of 2 unconnected molecules or ions with the total composition C6H15P at a distorted geometry.

The value obtained for the LUMO energy (alpha / beta) is 0.0338 / 0.0320 Ha. The value obtained for the orbital gap (alpha / beta) is 0.3055 / 0.3042 Ha. The value obtained for the energy above the lowest of the compared OMol25 structures with the same formula, charge and spin is 48.17 kcal per mole. The largest force on an atom comes out at 2.96 eV/Å. As for the HOMO energy (alpha / beta): -0.2717 / -0.2723 Eh.

Atoms and positions in Å:
C1 2.03656 -0.46477 -0.57109
C2 1.28471 1.81045 0.30636
C3 -0.81370 -0.72803 1.41339
C4 -1.20093 -1.53465 -0.98227
C5 1.07973 0.67442 -0.63048
C6 -1.07491 -0.38433 -0.02248
P1 -2.04844 1.09018 -0.40342
H1 2.19827 -0.79039 0.45483
H2 3.00525 -0.16610 -0.98366
H3 1.68640 -1.31031 -1.16226
H4 1.53189 1.46440 1.30957
H5 0.39998 2.44238 0.35251
H6 2.11036 2.43762 -0.04373
H7 -0.57980 0.16365 1.99160
H8 -1.69141 -1.19845 1.86578
H9 0.01641 -1.42906 1.49508
H10 -1.27379 -2.47621 -0.43834
H11 -0.34540 -1.60882 -1.65276
H12 -2.08963 -1.42447 -1.60399
H13 0.76011 0.95586 -1.62537
H14 -1.72653 1.78748 0.75671
H15 -3.26512 0.68914 0.17401

Cartesian forces, eV/Å:
C -0.1 0.1 -0.1
C -0.1 0.0 -0.1
C 0.0 0.1 -0.2
C -0.1 0.1 0.0
C -2.4 -1.3 0.6
C 2.6 1.3 -0.5
P 0.1 -0.2 -0.4
H 0.0 0.0 0.1
H 0.1 0.0 0.0
H 0.0 -0.1 0.0
H 0.0 0.0 0.1
H 0.0 0.1 0.1
H 0.1 0.1 0.0
H 0.0 0.0 0.1
H -0.1 -0.1 0.1
H 0.1 -0.1 0.1
H 0.0 -0.1 0.0
H 0.1 -0.1 -0.1
H 0.0 -0.1 -0.1
H 0.0 0.0 -0.1
H 0.2 0.4 0.4
H -0.5 -0.2 0.1